Entry 1:
10
Properties=species:S:1:pos:R:3:forces:R:3:mulliken_charge:R:1 method="wB97M-V/def2-TZVPD" total_charge=0 smiles="N/N=C/C(=S)S" homo_energy_ev=-8.718 energy_ha=-984.4329 relative_energy_kj_mol=215.2 mol_weight_g_mol=120.2
S 1.787637 1.765507 -0.037126 1.13 0.58 -0.19 -0.17
S 2.884438 -0.972543 -0.061465 0.80 -0.23 -0.14 -0.30
N -1.925412 -0.274475 -0.094648 -1.87 0.79 0.19 -0.56
N -0.714227 0.254489 -0.205230 0.16 0.65 0.40 -0.16
C 0.297037 -0.490811 -0.077001 0.41 2.81 -0.82 -0.20
C 1.655968 0.070552 -0.134220 -0.64 -0.84 0.50 0.27
H 0.485653 1.923109 -0.096992 -0.85 0.42 -0.05 0.20
H -2.051782 -1.202239 0.281174 0.38 -0.28 0.14 0.24
H 0.165811 -1.474505 0.115242 0.05 -3.33 0.54 0.45
H -2.585122 0.400913 0.310269 0.42 -0.56 -0.56 0.24

Entry 2:
60
Properties=species:S:1:pos:R:3:forces:R:3:mulliken_charge:R:1 method="wB97M-V/def2-TZVPD" total_charge=+1 homo_energy_ev=-10.504 energy_ha=-3982.6609 mol_weight_g_mol=603.4
Sc 0.234554 -0.470413 0.682326 -0.40 -0.18 0.42 0.23
Cl 3.351958 3.012060 0.321339 0.07 -0.01 -0.03 -0.14
Cl 1.848701 3.944308 2.661606 0.00 0.01 0.00 -0.15
S 4.545021 -0.437601 -1.135305 0.17 -0.06 0.03 -0.16
S 0.690353 -0.648174 -2.533970 -0.43 -0.20 0.38 1.44
O 1.128887 1.117045 2.016435 -0.07 -0.12 -0.07 -0.55
O -1.841368 -2.002183 0.551541 0.07 0.10 -0.06 -0.07
O -0.314328 -1.110001 2.848031 0.11 0.01 0.03 0.17
O 0.288661 -1.608118 -3.513315 0.05 0.06 -0.01 -0.76
O -0.095880 -0.888020 -1.241604 0.11 0.17 -0.25 -0.13
O 0.482810 1.558441 -0.017414 -0.03 0.05 -0.14 -0.48
O -1.835272 0.464361 1.320173 0.09 0.06 -0.04 0.03
O 0.550083 -2.863664 1.027789 0.02 0.09 0.02 -0.09
N 2.359481 -0.711683 0.180367 0.09 0.31 -0.10 0.79
N -0.924704 4.764395 -4.252684 -0.02 0.04 -0.02 -0.52
N 2.199157 -0.637892 -2.238519 0.23 0.01 -0.19 -0.84
C 4.633918 -0.501241 0.583329 -0.15 0.02 0.12 -0.62
C 0.233655 0.959496 -3.036719 0.08 0.04 -0.10 -0.12
C 1.195249 1.918403 -3.315783 0.07 0.07 0.07 -0.29
C -0.424314 -3.852128 0.647474 0.04 0.01 -0.04 -0.66
C -2.848154 -1.213013 -0.068112 -0.09 -0.01 -0.02 -0.34
C -0.540043 3.499737 -3.880410 0.00 -0.03 0.01 1.02
C -3.099656 -0.059222 0.875165 0.03 0.04 0.00 -0.65
C 0.813348 3.178187 -3.732547 -0.04 -0.02 0.02 -0.88
C 1.753028 3.260892 1.045607 -0.08 0.05 0.03 0.11
C -1.495170 -3.180855 -0.175787 -0.05 -0.05 -0.03 -0.53
C 1.072711 1.906064 1.039751 -0.03 -0.18 -0.05 0.42
C -1.114995 1.262246 -3.186591 -0.10 -0.04 -0.03 -0.43
C 1.004967 -3.006472 2.373982 0.04 -0.05 0.03 -0.64
C 3.400037 -0.624318 1.099154 0.10 -0.04 0.07 -0.94
C 2.830965 -0.606124 -1.065475 -0.16 -0.12 -0.16 0.54
C -1.501892 2.518363 -3.597105 0.06 -0.01 0.02 -0.98
C -1.452874 -0.515610 3.479658 0.01 -0.05 0.02 -0.55
C -0.020673 -2.424465 3.323263 0.02 0.03 -0.03 -0.56
C -1.783227 0.751927 2.724726 -0.02 0.11 0.05 -0.86
H -1.226492 -0.294659 4.525932 -0.01 0.01 -0.02 0.52
H 1.566571 3.925017 -3.947471 0.02 0.01 -0.01 0.34
H 5.563162 -0.417162 1.118286 0.03 0.01 0.00 0.46
H -3.770852 -1.787794 -0.197266 0.03 0.00 0.00 0.53
H -3.657003 0.739090 0.382075 0.00 -0.03 0.00 0.38
H 0.371595 -2.375423 4.342510 0.01 -0.02 -0.02 0.46
H 2.244473 1.683376 -3.201676 0.00 -0.03 0.00 0.51
H 1.207311 -4.053764 2.608540 -0.02 0.02 0.00 0.50
H 3.166761 -0.618744 2.153518 0.02 0.01 0.00 0.54
H -1.142147 -2.909585 -1.171410 0.02 -0.02 0.02 0.16
H -1.857316 4.884647 -4.609279 0.01 -0.01 0.01 0.23
H 1.203478 3.942872 0.404433 0.03 0.00 0.01 0.30
H -1.870940 0.511082 -2.994011 0.02 -0.03 -0.01 0.38
H -3.666846 -0.399215 1.743275 0.02 -0.03 -0.01 0.46
H -0.235908 5.350994 -4.691615 0.01 0.00 0.00 0.23
H -1.007510 1.500713 2.861716 0.02 -0.05 0.00 0.18
H 1.948537 -2.464455 2.433468 -0.03 0.01 0.02 0.03
H 0.071995 -4.642153 0.081676 -0.01 0.02 -0.01 0.41
H -2.362021 -3.842182 -0.269034 0.01 0.02 0.03 0.52
H -2.731252 1.176166 3.059952 -0.01 -0.07 0.02 0.56
H -0.944665 -3.010973 3.331016 0.02 -0.01 -0.01 0.42
H -2.501627 -0.880944 -1.049617 0.02 0.03 0.03 -0.06
H -0.862610 -4.288413 1.546717 -0.02 0.01 -0.01 0.46
H -2.552919 2.750620 -3.711050 -0.02 0.01 -0.01 0.34
H -2.278770 -1.233843 3.438959 0.00 0.02 -0.01 0.35

| no. | gap between HOMO and LUMO (eV) |
| --- | --- |
| 1 | 8.178 |
| 2 | 8.317 |